No. 1
C5H4O2 | ωB97M-V with the def2-TZVPD basis set

The calculation puts the calculated total energy at -9337.7971 eV. For the orbital gap (spin up / spin down), the calculation gives 0.3126 / 0.3126 Ha.

Each line ends with the natural charge from an NBO analysis.
CARTESIAN COORDINATES (ANGSTROEM)
1 O 1.409 -0.261 -1.201  -0.61
2 C 1.007 -0.472 0.021  0.57
3 O 0.131 -1.530 0.282  -0.46
4 C -1.128 -1.057 0.108  0.21
5 C -1.203 0.276 -0.022  -0.37
6 C 0.085 0.958 0.115  -0.14
7 C 1.184 0.640 0.906  -0.25
8 H -1.910 -1.808 0.085  0.21
9 H -2.106 0.827 -0.249  0.25
10 H 0.782 0.941 -1.138  0.38
11 H 2.090 1.239 0.876  0.21



No. 2
C13H23AlClI2NP2 | ωB97M-V with the def2-TZVPD basis set

The calculation puts the calculated total energy at -69226.1340 eV. For the orbital gap (spin up / spin down), the calculation gives 0.1691 / 0.1699 Ha. As for the charge: +2.

Each line ends with the natural charge from an NBO analysis.
CARTESIAN COORDINATES (ANGSTROEM)
1 I -0.416 -2.850 -1.606  0.16
2 I 0.107 -2.063 2.337  0.24
3 Al 0.336 2.024 -0.557  1.39
4 P 2.114 0.625 -0.318  0.81
5 C 2.219 -1.141 -0.145  -0.99
6 C 2.870 0.888 -1.953  -0.93
7 H 3.951 0.728 -1.847  0.28
8 H 4.331 0.998 0.522  0.28
9 H 2.655 1.924 -2.266  0.25
10 H 3.198 2.331 0.969  0.26
11 H 1.686 -1.628 -1.006  0.27
12 H 2.434 0.179 -2.656  0.27
13 C 3.329 1.241 0.887  -0.91
14 H 3.282 -1.460 -0.142  0.28
15 H 3.147 0.768 1.855  0.27
16 H 1.729 -1.449 0.752  0.26
17 P -1.749 1.379 0.059  0.82
18 C -2.424 -0.256 0.259  -0.96
19 C -2.388 2.343 1.449  -0.92
20 H -2.153 2.887 -1.770  0.25
21 H -3.690 2.248 -1.062  0.28
22 H -2.692 1.212 -2.157  0.27
23 C -2.671 1.994 -1.387  -0.93
24 H -1.859 3.301 1.474  0.27
25 H -3.471 2.512 1.304  0.28
26 H -3.500 -0.165 0.484  0.28
27 H -1.906 -0.786 1.090  0.28
28 H -2.216 1.799 2.388  0.28
29 H -2.264 -0.856 -0.649  0.28
30 Cl 0.739 4.086 -0.575  -0.43
31 N -0.829 -2.908 0.726  -0.74
32 C -0.937 -4.071 0.216  0.36
33 C -1.097 -5.425 0.674  -0.23
34 C -0.003 -6.318 0.626  -0.15
35 C -0.110 -7.554 1.273  -0.18
36 C -1.299 -7.878 1.945  -0.14
37 C -2.398 -7.001 1.941  -0.20
38 C -2.293 -5.754 1.335  -0.15
39 H 0.918 -6.027 0.110  0.23
40 H 0.728 -8.246 1.249  0.24
41 H -1.386 -8.839 2.421  0.24
42 H -3.338 -7.293 2.419  0.24
43 H -3.123 -5.031 1.343  0.23



No. 3
C4H12 | ωB97M-V with the def2-TZVPD basis set

The calculation puts the calculated total energy at -4342.3687 eV. For the orbital gap, the calculation gives 0.4717 Ha. Its SMILES is CC.CC.

Each line ends with the natural charge from an NBO analysis.
CARTESIAN COORDINATES (ANGSTROEM)
1 C -0.272 2.236 0.739  -0.61
2 C -1.617 1.734 0.200  -0.60
3 H 0.582 1.638 0.418  0.20
4 H -0.221 3.285 0.480  0.20
5 H -0.201 2.160 1.825  0.20
6 H -1.732 2.001 -0.843  0.20
7 H -2.410 2.192 0.774  0.20
8 H -1.716 0.642 0.198  0.20
9 C 1.359 -2.073 -1.104  -0.61
10 C 0.532 -1.870 0.162  -0.61
11 H 0.790 -2.572 -1.882  0.20
12 H 1.696 -1.109 -1.468  0.20
13 H 2.248 -2.678 -0.943  0.20
14 H -0.137 -1.014 0.060  0.20
15 H -0.158 -2.690 0.416  0.20
16 H 1.181 -1.675 1.015  0.20



No. 4
C9H13NO | ωB97M-V with the def2-TZVPD basis set

The calculation puts the calculated total energy at -13081.2634 eV. For the orbital gap, the calculation gives 0.3669 Ha. Its SMILES is NC(=O)/C=C1\C[C@H]2CC[C@@H]1C2.

Each line ends with the natural charge from an NBO analysis.
CARTESIAN COORDINATES (ANGSTROEM)
1 O -0.274 1.131 3.872  -0.62
2 C -0.104 0.344 2.956  0.62
3 C 0.416 0.793 1.673  -0.32
4 C 0.390 0.110 0.474  0.12
5 N -0.349 -0.944 3.289  -0.82
6 C -0.327 -1.157 0.037  -0.48
7 C -0.246 1.453 -1.459  -0.40
8 C -1.114 0.266 -1.978  -0.41
9 C 1.159 -0.425 -1.674  -0.40
10 C 0.928 0.758 -0.754  -0.28
11 C -0.249 -0.958 -1.491  -0.21
12 H 0.735 1.814 1.645  0.23
13 H 0.108 -1.642 2.721  0.38
14 H -0.458 -1.097 4.308  0.41
15 H -1.382 -1.201 0.397  0.24
16 H 0.193 -2.088 0.341  0.23
17 H 0.141 1.970 -2.318  0.21
18 H -0.831 2.137 -0.817  0.22
19 H -1.225 0.275 -3.063  0.21
20 H -2.118 0.275 -1.530  0.21
21 H 1.404 -0.211 -2.715  0.22
22 H 1.915 -1.126 -1.276  0.21
23 H 1.828 1.340 -0.599  0.23
24 H -0.542 -1.816 -2.041  0.21



No. 5
C4H9NO2 | ωB97M-V with the def2-TZVPD basis set

The calculation puts the calculated total energy at -9879.6291 eV. For the orbital gap, the calculation gives 0.3917 Ha. Its SMILES is CCNC(=O)OC.

Each line ends with the natural charge from an NBO analysis.
CARTESIAN COORDINATES (ANGSTROEM)
1 C -2.282 0.751 0.890  -0.62
2 C -1.689 -0.497 0.247  -0.22
3 N -0.555 -0.199 -0.606  -0.63
4 C 0.721 -0.398 -0.175  0.88
5 O 1.046 -0.999 0.829  -0.66
6 O 1.596 0.162 -1.041  -0.52
7 C 2.967 -0.029 -0.702  -0.26
8 H -2.669 1.442 0.132  0.20
9 H -3.108 0.491 1.559  0.21
10 H -1.521 1.276 1.476  0.21
11 H -1.321 -1.188 1.010  0.23
12 H -2.449 -1.025 -0.342  0.19
13 H -0.676 0.423 -1.391  0.40
14 H 3.530 0.639 -1.354  0.19
15 H 3.144 0.219 0.346  0.20
16 H 3.266 -1.067 -0.877  0.19



No. 6
C21H15BrN3O5PmSSe | ωB97M-V with the def2-TZVPD basis set

As for the spin multiplicity: 5. The calculation puts the calculated total energy at -199508.0283 eV. For the orbital gap (spin up / spin down), the calculation gives 0.2601 / 0.2606 Ha. Its expectation value of S² is 6.004.

Each line ends with the natural charge from an NBO analysis.
CARTESIAN COORDINATES (ANGSTROEM)
1 Pm 0.674 -0.731 -0.616  1.69
2 Br -6.857 -2.338 0.794  0.04
3 C -5.037 -2.162 0.266  -0.14
4 C -4.400 -3.263 -0.319  -0.19
5 C -3.095 -3.152 -0.698  -0.23
6 C -2.349 -1.946 -0.538  0.45
7 O -1.128 -1.910 -0.913  -0.76
8 C -3.034 -0.821 0.050  -0.26
9 C -2.444 0.462 0.199  0.23
10 N -1.222 0.787 -0.116  -0.57
11 C -0.829 2.129 -0.105  0.13
12 C -1.682 3.177 -0.402  -0.22
13 C -1.216 4.492 -0.491  -0.19
14 C 0.103 4.786 -0.280  -0.18
15 C 1.014 3.759 0.044  -0.10
16 C 2.389 3.996 0.253  -0.10
17 C 3.214 2.938 0.522  -0.26
18 C 2.671 1.647 0.622  0.11
19 N 1.388 1.388 0.458  -0.51
20 C 0.554 2.417 0.141  0.22
21 C -4.377 -0.981 0.460  -0.15
22 H -4.949 -4.182 -0.455  0.23
23 H -2.566 -3.988 -1.130  0.22
24 H -3.116 1.229 0.608  0.18
25 H -2.721 2.978 -0.614  0.22
26 H -1.913 5.276 -0.744  0.22
27 H 0.472 5.796 -0.384  0.22
28 H 2.764 5.008 0.196  0.22
29 H 4.275 3.078 0.655  0.23
30 H 3.313 0.801 0.852  0.23
31 H -4.882 -0.145 0.922  0.22
32 O 3.684 -1.089 -3.403  -0.97
33 Se 2.518 -1.001 -2.373  2.76
34 O 1.609 0.366 -2.347  -1.04
35 O 2.915 -1.160 -0.768  -1.07
36 O 1.370 -2.187 -2.471  -1.07
37 S 0.648 -2.350 1.675  -0.22
38 C 1.138 -3.833 1.017  0.11
39 N 1.417 -3.978 -0.306  -0.49
40 C 1.923 -5.111 -0.826  0.08
41 C 2.143 -6.209 -0.045  -0.29
42 C 1.806 -6.134 1.320  -0.12
43 C 1.300 -4.974 1.837  -0.25
44 H 1.298 -3.186 -0.986  0.46
45 H 2.146 -5.077 -1.882  0.24
46 H 2.559 -7.114 -0.456  0.23
47 H 1.956 -6.992 1.957  0.23
48 H 1.038 -4.874 2.878  0.24



No. 7
C31H30FNO5PdSb | ωB97M-V with the def2-TZVPD basis set

As for the spin multiplicity: 5. The calculation puts the calculated total energy at -57085.6274 eV. For the orbital gap (spin up / spin down), the calculation gives 0.2974 / 0.2499 Ha. Its expectation value of S² is 6.046. As for the charge: +1.

Each line ends with the natural charge from an NBO analysis.
CARTESIAN COORDINATES (ANGSTROEM)
1 Pd 0.647 1.995 -0.380  1.22
2 O 0.914 0.439 -2.901  -0.75
3 C -0.067 0.861 -3.841  -0.09
4 C -0.440 2.327 -3.714  -0.26
5 N -0.780 2.804 -2.371  -0.42
6 C -0.415 4.222 -2.176  -0.34
7 C 0.912 4.317 -1.467  0.73
8 O 1.191 5.248 -0.761  -0.54
9 O 1.696 3.219 -1.614  -0.72
10 C -2.094 2.372 -1.917  -0.33
11 C -1.957 0.926 -1.468  0.79
12 O -2.528 0.008 -2.001  -0.59
13 O -1.120 0.750 -0.442  -0.84
14 H 1.686 1.011 -2.999  0.50
15 H -0.927 0.210 -3.698  0.21
16 H 0.290 0.720 -4.864  0.19
17 H -1.291 2.503 -4.385  0.21
18 H 0.387 2.937 -4.071  0.22
19 H -1.164 4.737 -1.581  0.24
20 H -0.336 4.749 -3.130  0.23
21 H -2.859 2.426 -2.694  0.22
22 H -2.391 2.990 -1.071  0.23
23 C 3.018 -5.005 -2.352  -0.17
24 C 2.373 -5.101 -1.124  -0.20
25 C 1.452 -4.131 -0.744  -0.26
26 C 1.196 -3.069 -1.613  -0.31
27 C 1.833 -2.965 -2.843  -0.26
28 C 2.751 -3.944 -3.207  -0.20
29 Sb -0.082 -1.514 -0.895  1.76
30 C 1.192 -0.621 0.552  -0.43
31 C 0.984 -0.750 1.921  -0.22
32 C 1.801 -0.063 2.826  -0.16
33 C 2.795 0.789 2.370  -0.21
34 C 3.015 0.920 1.003  -0.21
35 C 2.233 0.201 0.096  -0.29
36 C -1.557 -2.513 0.191  -0.35
37 C -2.217 -1.904 1.259  -0.25
38 C -3.223 -2.592 1.923  -0.19
39 C -3.581 -3.871 1.513  -0.18
40 C -2.942 -4.466 0.433  -0.19
41 C -1.931 -3.787 -0.235  -0.24
42 H 3.733 -5.765 -2.642  0.23
43 H 2.583 -5.932 -0.462  0.23
44 H 0.951 -4.214 0.214  0.23
45 H 1.627 -2.136 -3.510  0.23
46 H 3.258 -3.877 -4.162  0.23
47 H 0.195 -1.384 2.302  0.23
48 H 1.643 -0.190 3.891  0.23
49 H 3.406 1.344 3.072  0.23
50 H 3.807 1.558 0.634  0.24
51 H 2.521 0.183 -0.945  0.23
52 H -1.955 -0.902 1.571  0.23
53 H -3.731 -2.133 2.763  0.22
54 H -4.369 -4.403 2.032  0.23
55 H -3.232 -5.458 0.109  0.23
56 H -1.434 -4.260 -1.074  0.23
57 F -0.833 0.482 6.166  -0.31
58 C -0.695 1.169 5.028  0.43
59 C -1.659 1.020 4.041  -0.29
60 C -1.517 1.732 2.870  -0.15
61 C -0.420 2.601 2.670  -0.14
62 C -0.293 3.357 1.479  -0.49
63 C 0.532 2.716 3.709  -0.09
64 C 0.397 2.010 4.885  -0.31
65 H -2.502 0.364 4.217  0.24
66 H -2.257 1.636 2.083  0.22
67 H 0.462 4.129 1.411  0.23
68 H -1.169 3.482 0.853  0.20
69 H 1.375 3.385 3.574  0.22
70 H 1.109 2.102 5.695  0.25



No. 8
C15H25N3O3 | ωB97M-V with the def2-TZVPD basis set

The calculation puts the calculated total energy at -26571.7001 eV. For the orbital gap, the calculation gives 0.3812 Ha. Its SMILES is NC(=O)CC[C@H]1COC(=O)C1.CCCC#N.CCCC#N.

Each line ends with the natural charge from an NBO analysis.
CARTESIAN COORDINATES (ANGSTROEM)
1 N -1.958 4.027 -2.500  -0.86
2 C -0.619 3.458 -2.667  0.68
3 O -0.532 2.352 -3.260  -0.59
4 C 0.727 4.137 -2.154  -0.51
5 C 0.641 4.756 -0.679  -0.40
6 C 0.932 3.725 0.511  -0.25
7 C -0.431 2.936 0.767  -0.08
8 O -0.359 1.709 -0.042  -0.52
9 C 0.967 1.223 0.163  0.82
10 O 1.194 0.011 0.249  -0.57
11 C 1.926 2.491 0.286  -0.55
12 H -2.180 4.160 -1.502  0.37
13 H -2.594 3.340 -2.933  0.40
14 H 0.980 5.005 -2.867  0.25
15 H 1.600 3.404 -2.261  0.24
16 H 1.322 5.674 -0.652  0.23
17 H -0.425 5.158 -0.520  0.21
18 H 1.427 4.300 1.356  0.24
19 H -0.524 2.601 1.865  0.20
20 H -1.393 3.407 0.396  0.20
21 H 2.402 2.330 1.322  0.25
22 H 2.825 2.589 -0.395  0.27
23 C 0.128 -4.268 3.079  -0.62
24 C 0.439 -2.861 2.581  -0.38
25 C 1.926 -2.511 2.672  -0.51
26 C 2.383 -2.580 4.098  0.29
27 N 2.739 -2.633 5.216  -0.35
28 H 0.374 -4.384 4.138  0.22
29 H -0.937 -4.483 2.969  0.22
30 H 0.687 -5.017 2.511  0.20
31 H -0.147 -2.142 3.162  0.21
32 H 0.115 -2.773 1.542  0.21
33 H 2.098 -1.501 2.291  0.26
34 H 2.521 -3.205 2.072  0.24
35 C -2.101 -3.650 -2.747  -0.61
36 C -1.204 -2.479 -2.359  -0.38
37 C -0.754 -2.532 -0.897  -0.53
38 C -1.951 -2.486 0.006  0.30
39 N -2.889 -2.450 0.712  -0.35
40 H -3.030 -3.652 -2.173  0.22
41 H -2.372 -3.586 -3.804  0.22
42 H -1.592 -4.605 -2.584  0.20
43 H -1.739 -1.544 -2.548  0.21
44 H -0.320 -2.479 -3.003  0.21
45 H -0.105 -1.682 -0.672  0.28
46 H -0.192 -3.449 -0.701  0.24